(1)
Here is a 10-piece molecular cluster, C41H61BrCl18IN5O5P4S overall at a distorted geometry from the Open Molecules 2025 dataset. Energies are from ωB97M-V/def2-TZVPD.

## Properties
LUMO level	-0.00066	Ha
HOMO	-0.2860	hartree
structure (SMILES)	CP(C)c1c2c(c([PH2]=N)c([PH2]=N)c1-c1cccnc1)N(P(O)O)c1c(CC(=O)Br)c(O)c(N)c(CC(=O)I)c1S2.ClCCCl.ClCCCl.ClCCCl.ClCCCl.ClCCCl.ClCCCl.ClCCCl.ClCCCl.ClCCCl
Kohn-Sham gap	0.285	Ha
max |F|	0.032	Eh/bohr

Structure (XYZ):
```
137
C41H61BrCl18IN5O5P4S (ωB97M-V/def2-TZVPD)
C -3.6760 -3.7236 1.0181
P -3.3686 -2.0456 1.6434
C -3.9521 -0.8906 0.3555
C -1.5790 -1.6739 1.8125
C -1.3096 -0.6342 2.7282
C -0.0229 -0.1855 2.9634
C 1.0378 -0.7346 2.2504
P 2.6378 0.1097 2.4958
N 2.6485 1.6184 2.0402
C 0.8174 -1.7883 1.3570
P 2.0894 -2.5641 0.3122
N 2.2257 -1.9203 -1.1168
C -0.4967 -2.2561 1.1463
C -0.7549 -3.3372 0.1559
C -0.9780 -3.0540 -1.1842
C -1.1927 -4.1142 -2.0513
C -1.1665 -5.4096 -1.5505
N -0.9694 -5.6966 -0.2630
C -0.7732 -4.6721 0.5582
N 0.2527 0.8148 3.9424
P 0.5899 0.0366 5.4939
O -0.3620 0.8759 6.5202
O 1.9639 0.8505 5.8304
C -0.6553 1.9167 3.9948
C -0.1593 3.2012 4.1895
C 1.3160 3.4605 4.2847
C 1.7730 4.6386 3.4833
O 1.3065 5.0582 2.4721
Br 3.3920 5.4775 4.2070
C -1.0608 4.2338 4.2991
O -0.5826 5.4898 4.5836
C -2.4371 4.0403 4.1967
N -3.2682 5.1684 4.3489
C -2.9244 2.7685 3.9251
C -4.3938 2.5103 3.7041
C -5.0299 1.6313 4.7603
O -4.8403 1.7077 5.9296
I -6.4447 0.1942 3.9579
C -2.0132 1.7143 3.8517
S -2.6682 0.0940 3.5833
H -3.2334 -3.9852 0.0589
H -4.7590 -3.7961 0.9153
H -3.3677 -4.4533 1.7624
H -4.9030 -0.4736 0.6808
H -4.0197 -1.3292 -0.6368
H -3.2450 -0.0618 0.3073
H 3.5986 -0.6286 1.8012
H 2.9827 -0.0430 3.8436
H 1.7460 1.8968 1.6708
H 1.7345 -3.9143 0.2599
H 3.2836 -2.5030 1.0080
H 2.0253 -2.6198 -1.8224
H -0.9709 -2.0379 -1.5536
H -1.3735 -3.9487 -3.1032
H -1.3074 -6.2471 -2.2206
H -0.6171 -4.9043 1.6058
H -1.0987 0.3263 6.8160
H 2.0947 0.8793 6.7864
H 1.8780 2.6275 3.8445
H 1.6444 3.5344 5.3178
H -0.9576 6.1204 3.9565
H -2.8361 5.8191 4.9952
H -4.1565 4.9217 4.7646
H -4.5438 2.0779 2.7163
H -4.9711 3.4359 3.7159
Cl -5.1953 1.6093 -2.3614
C -3.8160 1.3616 -3.4640
C -3.9287 0.0739 -4.2376
Cl -3.7552 -1.3492 -3.1754
H -2.9075 1.3828 -2.8677
H -3.8026 2.2011 -4.1566
H -3.1308 0.0218 -4.9760
H -4.8862 -0.0080 -4.7444
Cl 3.7321 -0.5329 -4.1065
C 5.0640 -1.6584 -3.7483
C 4.8781 -2.9887 -4.4247
Cl 3.5072 -3.9036 -3.7382
H 5.1233 -1.7574 -2.6665
H 5.9746 -1.1954 -4.1121
H 5.7707 -3.5962 -4.2875
H 4.6963 -2.8688 -5.4892
Cl -0.2566 1.8695 -4.5661
C 1.3888 2.0279 -3.8839
C 1.8063 3.4665 -3.7454
Cl 2.0516 4.2532 -5.3351
H 2.0664 1.4816 -4.5311
H 1.3790 1.5505 -2.9056
H 2.7554 3.5223 -3.2156
H 1.0638 4.0456 -3.2038
Cl -7.8007 1.4938 0.6005
C -8.9059 2.4874 1.5827
C -10.3465 2.0924 1.4012
Cl -10.9586 2.4914 -0.2289
H -8.7430 3.5280 1.3139
H -8.6200 2.3412 2.6242
H -10.9701 2.6335 2.1078
H -10.4877 1.0261 1.5562
Cl -13.4098 2.9686 3.3116
C -14.4743 3.6477 2.0498
C -14.1906 5.1031 1.7893
Cl -14.6479 6.1364 3.1683
H -15.5009 3.4904 2.3686
H -14.2943 3.0746 1.1419
H -14.7721 5.4366 0.9320
H -13.1362 5.2684 1.5851
Cl 3.6424 -2.9730 3.4615
C 5.2591 -3.5415 2.9567
C 6.3188 -3.1569 3.9534
Cl 6.5742 -1.3940 3.9894
H 5.4681 -3.1163 1.9767
H 5.2031 -4.6242 2.8633
H 7.2634 -3.6176 3.6701
H 6.0536 -3.4765 4.9574
Cl 7.5884 -2.8871 -6.8362
C 8.7142 -1.5413 -6.5061
C 9.4721 -1.7525 -5.2210
Cl 8.3830 -1.6416 -3.8132
H 8.1246 -0.6278 -6.4877
H 9.4102 -1.4941 -7.3420
H 10.2311 -0.9811 -5.1043
H 9.9526 -2.7276 -5.1943
Cl 7.8217 -4.1217 -0.3027
C 8.9404 -5.3923 -0.8723
C 9.4145 -5.1403 -2.2808
Cl 8.1001 -5.3184 -3.4676
H 8.4247 -6.3454 -0.7945
H 9.7925 -5.3930 -0.1952
H 10.1844 -5.8644 -2.5410
H 9.8202 -4.1365 -2.3854
Cl 5.9966 2.4050 -5.0480
C 5.0888 2.5758 -6.5718
C 5.1508 1.3264 -7.4068
Cl 6.7930 1.0348 -8.0579
H 5.4890 3.4343 -7.1044
H 4.0574 2.7841 -6.2859
H 4.4840 1.4211 -8.2615
H 4.8642 0.4506 -6.8294
```

Mulliken population analysis, charges in e, atoms 1 to 99:
1. C -1.14
2. P 0.59
3. C -0.48
4. C -0.24
5. C 0.31
6. C -1.08
7. C -0.14
8. P 0.84
9. N -0.86
10. C 0.28
11. P 0.87
12. N -0.39
13. C -1.08
14. C 0.01
15. C 0.34
16. C -0.91
17. C -0.46
18. N -0.62
19. C -0.22
20. N 1.16
21. P 0.14
22. O -0.53
23. O -0.46
24. C -0.64
25. C 0.02
26. C -0.60
27. C 0.33
28. O -0.50
29. Br -0.23
30. C 0.95
31. O -0.69
32. C 0.51
33. N -0.76
34. C 0.22
35. C -1.96
36. C 0.48
37. O -0.50
38. I -0.05
39. C 0.94
40. S -0.39
41. H 0.24
42. H 0.45
43. H 0.36
44. H 0.21
45. H 0.02
46. H 0.34
47. H 0.06
48. H 0.02
49. H 0.24
50. H 0.10
51. H -0.40
52. H 0.01
53. H 0.84
54. H 0.48
55. H 0.42
56. H 0.48
57. H 0.32
58. H 0.27
59. H 0.04
60. H 0.58
61. H 0.33
62. H 0.25
63. H 0.25
64. H 0.36
65. H 0.58
66. Cl -0.12
67. C -0.55
68. C -0.45
69. Cl -0.13
70. H 0.26
71. H 0.38
72. H 0.27
73. H 0.36
74. Cl -0.10
75. C -0.19
76. C 0.02
77. Cl -0.20
78. H 0.37
79. H -0.15
80. H -0.10
81. H 0.30
82. Cl -0.19
83. C 0.07
84. C -0.48
85. Cl -0.22
86. H -0.15
87. H 0.26
88. H 0.31
89. H 0.41
90. Cl -0.12
91. C -0.46
92. C -0.20
93. Cl -0.21
94. H 0.32
95. H 0.21
96. H 0.09
97. H 0.35
98. Cl -0.20
99. C -0.44

---

(2)
Here is a 11-piece molecular cluster, C41H61Cl6F3O15 overall at a distorted geometry from the Open Molecules 2025 dataset. Energies are from ωB97M-V/def2-TZVPD.

## Properties
LUMO level	0.01323	Ha
energy above the lowest of the compared OMol25 structures with the same formula, charge and spin	262.0	kJ/mol
HOMO	-0.3370	hartree
structure (SMILES)	CCOC(=O)OC.CCOC(=O)OC.CCOC(=O)OC.CCOC(=O)OC.CCOC(=O)OC.Fc1ccccc1.Fc1ccccc1.Fc1ccccc1.ClCCl.ClCCl.ClCCl
Kohn-Sham gap	0.350	Ha
max |F|	0.079	Eh/bohr

Structure (XYZ):
```
126
C41H61Cl6F3O15 (ωB97M-V/def2-TZVPD)
C 3.4071 -1.3506 0.3609
C 2.6767 -1.2360 -0.9514
O 1.2638 -1.2560 -0.8438
C 0.6163 -0.0847 -0.7882
O 1.0756 1.0374 -1.0457
O -0.6732 -0.2914 -0.5394
C -1.4781 0.8519 -0.2277
H 4.4679 -1.5903 0.2870
H 2.9482 -2.1224 0.9788
H 3.3014 -0.4504 0.9664
H 2.9550 -2.1081 -1.5432
H 3.0264 -0.3865 -1.5380
H -1.4343 1.6157 -1.0042
H -1.0908 1.3880 0.6388
H -2.5259 0.6186 -0.0390
C -1.7029 -0.4800 -9.0345
C -1.5693 -0.3192 -7.4929
O -0.6498 -1.3290 -6.9364
C -0.7045 -1.7333 -5.6950
O 0.1038 -2.5371 -5.2438
O -1.6530 -1.0657 -4.9405
C -1.8045 -1.4532 -3.5934
H -0.7669 -0.3211 -9.5699
H -2.4285 0.2372 -9.4184
H -2.0049 -1.4987 -9.2776
H -2.5486 -0.3375 -7.0146
H -1.2490 0.7125 -7.3475
H -2.3499 -0.6783 -3.0547
H -0.8532 -1.5714 -3.0746
H -2.3071 -2.4204 -3.5994
C 3.8154 -5.0050 0.7533
C 2.5403 -5.6365 0.3222
O 2.0251 -6.3752 1.3888
C 0.9388 -5.9013 2.0576
O 0.3682 -4.8531 1.7512
O 0.4426 -6.8127 2.9290
C -0.5951 -6.4825 3.7573
H 4.0353 -4.1231 0.1517
H 4.6292 -5.6956 0.5320
H 3.8997 -4.6880 1.7927
H 2.6290 -6.3002 -0.5378
H 1.9121 -4.7940 0.0331
H -0.2505 -5.7495 4.4867
H -0.8443 -7.4546 4.1829
H -1.4695 -6.0481 3.2727
C -3.1887 1.7549 2.7845
C -4.2845 1.9240 3.8717
O -5.4933 1.2573 3.6064
C -6.5864 1.5922 4.3084
O -6.6813 2.4034 5.2584
O -7.6034 0.8155 3.8183
C -8.8511 0.7327 4.4868
H -2.2373 2.1161 3.1750
H -3.5756 2.2494 1.8935
H -3.0344 0.7531 2.3837
H -4.4525 2.9742 4.1105
H -3.8414 1.5407 4.7908
H -9.4419 0.0674 3.8572
H -9.3164 1.6950 4.7004
H -8.7276 0.2769 5.4692
C -4.3581 6.0263 3.8163
C -3.9363 5.3008 2.5049
O -2.5563 5.2683 2.3951
C -1.8605 4.7139 1.4428
O -2.2601 4.1304 0.4229
O -0.5536 4.8869 1.7193
C 0.4269 4.1604 1.1045
H -5.4004 5.8378 4.0735
H -4.1249 7.0853 3.7057
H -3.7971 5.6664 4.6788
H -4.2999 5.8883 1.6619
H -4.3842 4.3099 2.4300
H 0.7363 3.3111 1.7137
H 1.1791 4.9323 0.9419
H 0.2335 3.7911 0.0973
F -0.7217 -0.2923 2.6138
C -0.0787 -0.9358 3.6101
C 0.6852 -2.0525 3.2638
C 1.3066 -2.7334 4.3146
C 1.2895 -2.2682 5.6264
C 0.5310 -1.1537 5.9728
C -0.1136 -0.4671 4.9383
H 0.9102 -2.3931 2.2639
H 1.9348 -3.5711 4.0502
H 1.8915 -2.8724 6.2888
H 0.5623 -0.7409 6.9703
H -0.6106 0.4655 5.1614
F 5.7339 -5.7546 -2.0398
C 6.0141 -4.4739 -1.8027
C 6.7971 -4.1058 -0.6454
C 7.0984 -2.7734 -0.4051
C 6.6062 -1.8132 -1.3229
C 5.8582 -2.1764 -2.4378
C 5.5384 -3.5204 -2.6426
H 7.0948 -4.9260 -0.0090
H 7.6261 -2.4582 0.4830
H 6.8632 -0.7660 -1.3827
H 5.3356 -1.4212 -3.0060
H 4.8892 -3.8223 -3.4512
F -4.8121 2.6520 -5.6799
C -4.0579 3.4660 -4.8251
C -3.5739 4.6570 -5.3435
C -2.7455 5.4622 -4.5765
C -2.3683 4.9777 -3.3203
C -2.8174 3.7519 -2.8367
C -3.6628 2.9560 -3.6055
H -3.7035 4.9708 -6.3687
H -2.3082 6.3738 -4.9561
H -1.7831 5.5945 -2.6543
H -2.5107 3.3359 -1.8884
H -4.0085 2.0104 -3.2146
Cl 4.6750 1.5571 -1.7195
C 4.2681 2.9631 -0.6534
Cl 4.8171 2.6681 0.9597
H 4.7734 3.8631 -1.0038
H 3.1936 3.1305 -0.7285
Cl 2.6117 0.5239 -4.6825
C 1.1098 1.4048 -4.1924
Cl 0.3405 2.2663 -5.4868
H 0.3972 0.6794 -3.7999
H 1.3363 2.1377 -3.4180
Cl 5.6472 -2.4216 2.8963
C 6.1375 -1.1311 4.1136
Cl 4.7448 -0.0359 4.1258
H 6.3503 -1.5601 5.0928
H 7.0544 -0.6099 3.8384
```

Mulliken population analysis, charges in e, atoms 1 to 99:
1. C -0.06
2. C 0.81
3. O -0.47
4. C 0.49
5. O -0.54
6. O -0.38
7. C -0.44
8. H -0.16
9. H -0.22
10. H 0.38
11. H 0.03
12. H -0.29
13. H 0.06
14. H 0.11
15. H 0.52
16. C -1.25
17. C 0.06
18. O -0.27
19. C 0.76
20. O -0.61
21. O -0.27
22. C -0.36
23. H 0.31
24. H 0.38
25. H 0.33
26. H 0.31
27. H 0.09
28. H 0.08
29. H 0.06
30. H 0.43
31. C -0.20
32. C -0.44
33. O -0.31
34. C 0.80
35. O -0.57
36. O -0.36
37. C -0.57
38. H -0.33
39. H 0.41
40. H 0.22
41. H 0.30
42. H 0.27
43. H 0.25
44. H 0.23
45. H 0.29
46. C -0.81
47. C -0.58
48. O -0.25
49. C 0.72
50. O -0.59
51. O -0.31
52. C -0.64
53. H 0.33
54. H 0.24
55. H 0.52
56. H 0.22
57. H 0.34
58. H 0.23
59. H 0.29
60. H 0.31
61. C -1.42
62. C -0.05
63. O -0.26
64. C 0.67
65. O -0.47
66. O -0.41
67. C -0.52
68. H 0.38
69. H 0.40
70. H 0.32
71. H 0.32
72. H 0.21
73. H 0.31
74. H 0.36
75. H 0.20
76. F 0.07
77. C 0.05
78. C 0.34
79. C -0.64
80. C -0.78
81. C -0.69
82. C -0.44
83. H 0.41
84. H 0.46
85. H 0.42
86. H 0.38
87. H 0.43
88. F -0.37
89. C 0.14
90. C -0.21
91. C -0.56
92. C -0.43
93. C -0.48
94. C -0.27
95. H 0.42
96. H 0.49
97. H 0.41
98. H 0.47
99. H 0.45